Entry from the OMol25 dataset: C30H47Cl3N3O6SiTi as an isolated structure at a distorted geometry (ωB97M-V with the def2-TZVPD basis set).

XYZ file:
```
91
Properties=species:S:1:pos:R:3:forces:R:3
C -2.426 3.396 2.832 0.1 -0.1 0.3
C -2.927 4.068 1.590 0.1 0.9 -0.4
H -1.497 3.874 3.186 -0.2 -0.2 -0.1
H -2.220 2.334 2.665 -0.1 0.3 0.1
H -3.157 3.506 3.651 0.2 -0.1 -0.2
C -3.262 5.367 1.611 -0.3 -0.7 -0.3
C -3.107 6.242 2.805 0.0 0.4 0.4
H -3.727 5.835 0.745 0.2 -0.2 0.2
H -2.081 6.222 3.199 -0.2 0.0 0.0
H -3.782 5.964 3.627 0.1 0.0 -0.1
H -3.341 7.273 2.526 0.1 -0.1 0.2
Ti 0.015 -0.872 0.517 -0.4 1.6 2.6
Cl -2.253 -0.957 0.092 -0.7 -0.2 -0.4
C -0.279 -2.059 -2.059 0.9 1.7 1.2
O 0.423 -1.270 -1.324 -0.7 -2.3 -2.8
N -0.233 -1.987 -3.373 0.1 -0.1 -0.1
C 0.794 -1.183 -4.045 -0.1 0.2 0.0
C -1.373 -2.450 -4.159 -0.3 -0.2 0.0
H -0.956 -2.780 -1.582 0.0 0.2 -0.3
H 1.792 -1.478 -3.699 -0.3 0.1 0.0
H 0.642 -0.108 -3.877 0.1 -0.3 0.0
H 0.708 -1.389 -5.114 0.1 0.1 0.2
H -1.747 -3.393 -3.746 0.1 0.2 -0.1
H -1.055 -2.594 -5.192 -0.1 -0.1 0.2
H -2.192 -1.714 -4.142 0.3 -0.1 0.0
H 4.272 -4.920 -1.782 0.0 0.2 0.1
H 4.050 -6.534 0.598 0.1 0.3 0.1
C 4.618 -4.191 -1.032 0.0 -0.1 0.0
C 4.445 -5.592 1.017 -0.1 -0.1 0.1
N 4.002 -4.433 0.261 0.1 0.0 0.1
H 4.362 -3.181 -1.363 0.0 -0.2 0.0
C 2.900 -3.740 0.627 -0.4 0.5 -0.6
O 2.352 -2.892 -0.078 0.6 -0.8 0.6
H 4.088 -5.507 2.052 0.1 -0.1 -0.3
H 2.527 -4.009 1.637 0.1 0.1 -0.3
H 5.705 -4.297 -0.929 -0.2 0.1 -0.1
H 5.542 -5.640 1.011 -0.3 0.0 0.1
H 4.630 0.406 3.955 0.1 0.2 -0.1
H 1.689 2.023 2.432 0.4 0.0 -0.2
C 4.738 0.884 2.971 0.2 -0.3 0.1
C 2.751 2.173 2.208 -0.2 0.1 0.2
N 3.470 0.897 2.260 -0.2 -0.6 -0.2
H 5.484 0.330 2.394 0.0 0.2 0.1
C 2.987 -0.254 1.769 -1.7 0.5 -0.9
O 1.894 -0.359 1.155 2.8 0.0 1.0
H 2.850 2.655 1.226 0.0 -0.2 0.3
H 3.618 -1.147 1.910 0.0 0.3 0.1
H 5.059 1.919 3.108 0.1 -0.3 -0.1
H 3.195 2.830 2.963 -0.1 -0.1 -0.2
O -1.689 2.715 0.051 0.6 0.7 -0.9
C -2.991 3.219 0.329 0.6 -0.3 0.3
C -3.054 5.072 -1.386 -0.3 0.2 -0.4
C -3.563 3.873 -0.889 -0.1 -0.5 -0.1
H -2.257 5.584 -0.835 -0.4 -0.2 -0.4
C -3.581 5.602 -2.571 0.0 -0.3 0.4
H -3.592 2.345 0.614 -0.1 0.0 -0.3
C -4.533 3.149 -1.583 -0.1 0.7 -0.1
H -3.207 6.566 -2.930 -0.2 -0.4 0.0
C -4.594 4.904 -3.243 0.0 0.1 0.1
C -5.074 3.683 -2.752 0.1 0.1 0.0
H -4.851 2.186 -1.174 0.0 0.3 -0.2
H -5.013 5.331 -4.154 0.0 -0.1 0.2
H -5.883 3.151 -3.258 0.3 0.2 0.0
Si -0.515 2.332 -1.130 -2.1 1.9 -0.5
Cl -0.281 1.328 1.505 0.2 -1.9 1.2
C -0.105 4.038 -1.901 0.0 -0.4 -0.1
C -1.570 1.402 -2.392 0.2 -0.2 -0.1
C 1.242 1.644 -1.031 0.6 -0.1 0.1
H -0.890 4.349 -2.601 0.2 0.0 0.2
H 0.842 3.973 -2.453 -0.2 0.2 0.1
H -0.008 4.796 -1.115 0.0 0.0 -0.1
H 1.679 1.634 -0.030 -0.2 0.0 -0.5
H 1.872 2.310 -1.635 -0.2 -0.1 -0.1
H 1.346 0.639 -1.457 0.0 0.3 0.2
H -2.398 2.053 -2.716 0.4 -0.1 0.1
H -2.021 0.502 -1.950 0.2 0.2 -0.2
H -0.987 1.125 -3.281 -0.1 0.0 0.0
Cl 1.896 -8.579 1.819 0.1 -0.5 0.0
C 0.932 -7.161 1.917 -0.6 1.1 0.0
C 0.409 -6.752 3.152 0.1 0.2 -0.4
C -0.230 -5.511 3.242 0.3 -0.3 -0.3
C -0.291 -4.674 2.123 -0.2 -0.1 0.1
C 0.085 -5.157 0.872 0.0 -0.2 0.0
C 0.700 -6.404 0.758 0.0 -0.1 0.4
C -0.777 -3.264 2.320 -0.6 1.1 -0.2
O -1.673 -2.999 3.094 0.9 -0.2 -0.5
O -0.104 -2.348 1.594 -0.4 -2.0 1.1
H 0.526 -7.391 4.021 0.0 0.1 -0.1
H -0.679 -5.184 4.178 0.2 0.0 -0.2
H -0.134 -4.570 -0.023 0.4 -0.1 0.3
H 1.030 -6.783 -0.206 -0.1 0.1 0.2
```
Forces are in eV/Å.

Summary:
HOMO-LUMO gap (alpha / beta): 0.263 / 0.285 Ha
Total energy: -117192.7718 eV
Energy relative to the best compared isomer or geometry (same formula, charge and spin): 0.0 kcal per mole
Total charge: 0
Multiplicity: 2
E_HOMO (alpha / beta): -7.03 / -7.65 eV
⟨S²⟩: 0.75

Mulliken population analysis, charges in e, atoms 1 to 5: atom 1 (C): -1.740, atom 2 (C): 0.634, atom 3 (H): 0.254, atom 4 (H): 0.262, atom 5 (H): 0.419

Entry from the OMol25 dataset: C19H16Cl4N4O2 as an isolated structure at a distorted geometry (ωB97M-V with the def2-TZVPD basis set).

XYZ file:
```
45
Properties=species:S:1:pos:R:3:forces:R:3
C -0.180 1.074 -2.589 3.2 -1.2 -3.9
C -0.645 1.069 -1.245 0.8 -0.7 -0.2
N -1.766 1.613 -0.674 4.4 -1.7 -3.3
C -1.604 1.166 0.559 -0.5 -2.3 1.0
N -0.546 0.354 0.646 -4.6 -1.0 12.5
N 0.175 0.190 -0.294 -1.2 4.0 -7.0
C 1.392 -0.629 -0.312 -10.9 -4.1 2.3
C 2.361 -0.233 -0.952 7.7 4.6 -2.8
C 3.461 -1.128 -1.022 1.2 4.7 -1.5
C 3.350 -2.317 -0.600 -3.2 -7.2 2.8
C 2.007 -3.005 0.033 2.5 9.3 -4.2
C 0.992 -2.135 -0.055 14.7 5.2 -3.5
H 0.168 -2.198 0.193 -14.3 -1.6 4.3
O 2.045 -4.165 0.376 3.0 -5.1 0.1
C 0.895 -4.778 0.718 4.7 1.8 15.6
C 0.073 -5.151 -0.183 -8.6 0.0 -10.5
H 0.566 -5.726 -0.971 -0.3 -0.5 0.1
H -0.836 -5.577 0.190 -0.1 -0.9 0.3
H -0.493 -4.242 -0.869 1.8 -1.9 1.8
C 1.426 -5.999 1.736 -8.5 -3.3 -8.2
H 2.084 -5.738 2.312 7.0 3.4 6.4
H 0.602 -6.596 2.237 0.7 1.2 -0.5
H 1.851 -6.707 1.039 0.4 -0.5 -0.2
H 0.509 -4.088 1.711 0.0 -1.2 -3.0
Cl 4.453 -3.585 -0.829 1.5 -0.2 -0.1
H 4.378 -0.638 -1.295 0.5 -0.6 -0.5
Cl 2.771 1.589 -1.311 -0.7 -2.6 0.5
C -2.799 1.452 1.600 9.8 7.9 -8.4
O -3.157 0.691 2.307 -5.3 -6.7 7.2
N -2.887 2.906 1.622 -5.8 -8.9 5.8
C -2.337 3.817 0.960 4.3 5.9 -3.8
C -0.849 3.848 0.782 -1.6 0.0 3.0
C -0.206 4.933 0.315 3.2 -1.0 -1.2
C -0.767 6.012 -0.364 -7.9 -7.7 4.7
C -2.182 5.997 -0.235 -0.2 -2.6 2.3
C -3.093 4.894 0.531 5.9 2.4 -3.2
Cl -4.742 4.954 0.349 -1.2 -0.1 0.4
Cl -3.039 7.359 -0.636 -1.0 1.7 -1.0
H -0.369 6.752 -0.742 4.3 7.1 -3.7
H 0.912 4.776 0.377 -1.2 0.8 -0.1
H -0.206 3.232 1.489 -1.3 0.2 -1.3
H -3.701 2.992 2.244 0.2 1.4 -0.6
H -0.993 1.017 -3.262 -1.1 0.7 -0.8
H 0.544 1.944 -2.890 -1.4 -1.6 0.6
H 0.381 0.008 -2.995 -1.1 2.9 1.8
```
Forces are in eV/Å.

Summary:
HOMO-LUMO gap: 0.305 Ha
Total energy: -80093.3279 eV
Total charge: 0
Multiplicity: 1
E_HOMO: -8.21 eV

Mulliken population analysis, charges in e, atoms 1 to 5: atom 1 (C): -1.266, atom 2 (C): 0.587, atom 3 (N): -0.439, atom 4 (C): 0.036, atom 5 (N): -1.099

Repeat the second record exactly.
Entry from the OMol25 dataset: C19H16Cl4N4O2 as an isolated structure at a distorted geometry (ωB97M-V with the def2-TZVPD basis set).

XYZ file:
```
45
Properties=species:S:1:pos:R:3:forces:R:3
C -0.180 1.074 -2.589 3.2 -1.2 -3.9
C -0.645 1.069 -1.245 0.8 -0.7 -0.2
N -1.766 1.613 -0.674 4.4 -1.7 -3.3
C -1.604 1.166 0.559 -0.5 -2.3 1.0
N -0.546 0.354 0.646 -4.6 -1.0 12.5
N 0.175 0.190 -0.294 -1.2 4.0 -7.0
C 1.392 -0.629 -0.312 -10.9 -4.1 2.3
C 2.361 -0.233 -0.952 7.7 4.6 -2.8
C 3.461 -1.128 -1.022 1.2 4.7 -1.5
C 3.350 -2.317 -0.600 -3.2 -7.2 2.8
C 2.007 -3.005 0.033 2.5 9.3 -4.2
C 0.992 -2.135 -0.055 14.7 5.2 -3.5
H 0.168 -2.198 0.193 -14.3 -1.6 4.3
O 2.045 -4.165 0.376 3.0 -5.1 0.1
C 0.895 -4.778 0.718 4.7 1.8 15.6
C 0.073 -5.151 -0.183 -8.6 0.0 -10.5
H 0.566 -5.726 -0.971 -0.3 -0.5 0.1
H -0.836 -5.577 0.190 -0.1 -0.9 0.3
H -0.493 -4.242 -0.869 1.8 -1.9 1.8
C 1.426 -5.999 1.736 -8.5 -3.3 -8.2
H 2.084 -5.738 2.312 7.0 3.4 6.4
H 0.602 -6.596 2.237 0.7 1.2 -0.5
H 1.851 -6.707 1.039 0.4 -0.5 -0.2
H 0.509 -4.088 1.711 0.0 -1.2 -3.0
Cl 4.453 -3.585 -0.829 1.5 -0.2 -0.1
H 4.378 -0.638 -1.295 0.5 -0.6 -0.5
Cl 2.771 1.589 -1.311 -0.7 -2.6 0.5
C -2.799 1.452 1.600 9.8 7.9 -8.4
O -3.157 0.691 2.307 -5.3 -6.7 7.2
N -2.887 2.906 1.622 -5.8 -8.9 5.8
C -2.337 3.817 0.960 4.3 5.9 -3.8
C -0.849 3.848 0.782 -1.6 0.0 3.0
C -0.206 4.933 0.315 3.2 -1.0 -1.2
C -0.767 6.012 -0.364 -7.9 -7.7 4.7
C -2.182 5.997 -0.235 -0.2 -2.6 2.3
C -3.093 4.894 0.531 5.9 2.4 -3.2
Cl -4.742 4.954 0.349 -1.2 -0.1 0.4
Cl -3.039 7.359 -0.636 -1.0 1.7 -1.0
H -0.369 6.752 -0.742 4.3 7.1 -3.7
H 0.912 4.776 0.377 -1.2 0.8 -0.1
H -0.206 3.232 1.489 -1.3 0.2 -1.3
H -3.701 2.992 2.244 0.2 1.4 -0.6
H -0.993 1.017 -3.262 -1.1 0.7 -0.8
H 0.544 1.944 -2.890 -1.4 -1.6 0.6
H 0.381 0.008 -2.995 -1.1 2.9 1.8
```
Forces are in eV/Å.

Summary:
HOMO-LUMO gap: 0.305 Ha
Total energy: -80093.3279 eV
Total charge: 0
Multiplicity: 1
E_HOMO: -8.21 eV

Mulliken population analysis, charges in e, atoms 1 to 5: atom 1 (C): -1.266, atom 2 (C): 0.587, atom 3 (N): -0.439, atom 4 (C): 0.036, atom 5 (N): -1.099